(1)
Here is a 3-piece molecular cluster, C14H30N3O7P overall from OMol25. Energies are from wB97M-V/def2-TZVPD.

Energy   -1583.43386 a.u.
Charge   +1
2S+1   2

Bonds (Å) are listed after each position.
CARTESIAN COORDINATES (ANGSTROEM)
1 C -0.183 8.607 10.371  C2 1.612, H8 1.090, H9 1.090, H10 1.090
2 C -0.054 9.896 9.413  C1 1.612, C3 1.462, O7 1.460, H11 1.090
3 C 0.069 11.115 10.210  C2 1.462, O4 1.443, H12 1.090, H13 1.090
4 O 1.129 11.795 9.507  C3 1.443, C5 1.410
5 C 1.824 10.830 8.750  O4 1.410, O6 1.254, O7 1.394
6 O 2.869 11.122 8.121  C5 1.254
7 O 1.120 9.638 8.585  C2 1.460, C5 1.394
8 H -1.157 8.625 10.859  C1 1.090
9 H 0.557 8.450 11.156  C1 1.090
10 H -0.216 7.798 9.642  C1 1.090
11 H -0.965 9.995 8.822  C2 1.090
12 H 0.370 11.014 11.253  C3 1.090
13 H -0.778 11.799 10.160  C3 1.090
14 C 1.184 5.846 13.595  C15 1.529, H21 1.090, H22 1.090, H23 1.090
15 C -0.015 5.936 14.541  C14 1.529, C16 1.521, O20 1.427, H24 1.090
16 C -0.770 7.256 14.511  C15 1.521, O17 1.393, H25 1.090, H26 1.090
17 O -2.113 6.902 14.413  C16 1.393, C18 1.278
18 C -2.271 5.668 14.120  O17 1.278, O19 1.231, O20 1.369
19 O -3.279 4.964 14.046  C18 1.231
20 O -1.029 5.113 13.967  C15 1.427, C18 1.369
21 H 2.119 6.215 14.016  C14 1.090
22 H 1.074 6.353 12.637  C14 1.090
23 H 1.443 4.795 13.462  C14 1.090
24 H 0.196 5.477 15.507  C15 1.090
25 H -0.429 7.767 13.610  C16 1.090
26 H -0.686 7.952 15.345  C16 1.090
27 O 0.822 17.727 11.170  P28 1.473
28 P 1.263 16.502 10.480  O27 1.473, N29 1.757, N32 1.787, N35 1.694
29 N 1.998 16.737 8.901  P28 1.757, C30 1.490, C31 1.535
30 C 2.329 15.659 7.928  N29 1.490, H38 1.090, H39 1.090, H40 1.090
31 C 2.908 17.957 8.699  N29 1.535, H41 1.090, H42 1.090, H43 1.090
32 N 0.124 15.128 10.393  P28 1.787, C33 1.501, C34 1.503
33 C -0.979 15.348 9.400  N32 1.501, H44 1.090, H45 1.090, H46 1.090
34 C -0.233 14.333 11.618  N32 1.503, H47 1.090, H48 1.090, H49 1.090
35 N 2.572 15.822 11.311  P28 1.694, C36 1.439, C37 1.404
36 C 2.912 16.368 12.598  N35 1.439, H50 1.090, H51 1.090, H52 1.090
37 C 3.368 14.748 10.884  N35 1.404, H53 1.090, H54 1.090, H55 1.090
38 H 1.996 15.959 6.934  C30 1.090
39 H 1.629 14.894 8.262  C30 1.090
40 H 3.404 15.486 7.983  C30 1.090
41 H 3.931 17.796 9.037  C31 1.090
42 H 2.502 18.671 9.416  C31 1.090
43 H 2.830 18.398 7.706  C31 1.090
44 H -1.954 15.069 9.801  C33 1.090
45 H -1.082 16.326 8.930  C33 1.090
46 H -0.706 14.755 8.527  C33 1.090
47 H -0.755 14.857 12.418  C34 1.090
48 H -0.969 13.554 11.421  C34 1.090
49 H 0.621 13.878 12.121  C34 1.090
50 H 3.959 16.669 12.577  C36 1.090
51 H 2.345 17.258 12.872  C36 1.090
52 H 2.731 15.545 13.289  C36 1.090
53 H 2.982 14.367 9.938  C37 1.090
54 H 3.363 13.954 11.630  C37 1.090
55 H 4.409 14.943 10.625  C37 1.090

Results of the Mulliken charge analysis, in e, for atoms 1 through 2: number 1, C, carries -1.451; number 2, C, carries 0.542

***

(2)
Here is a 7-piece molecular cluster, C23H42BN7O4PS overall from OMol25. Energies are from wB97M-V/def2-TZVPD.

Energy   -2350.12144 a.u.
2S+1   2

Bonds (Å) are listed after each position.
CARTESIAN COORDINATES (ANGSTROEM)
1 C 2.928 -1.832 2.924  C2 1.619, H20 1.114, H21 1.125, H22 1.130
2 C 3.663 -1.564 1.506  C1 1.619, B3 1.616, H23 1.114, H24 1.131
3 B 2.509 -1.658 0.379  C2 1.616, O4 1.432, C5 1.636
4 O 2.258 -2.977 -0.121  B3 1.432, H25 0.976
5 C 1.674 -0.365 -0.178  B3 1.636, P6 1.890, C10 1.585, C19 1.592
6 P 2.814 0.359 -1.501  C5 1.890, O7 1.658, O8 1.670, S9 1.958
7 O 4.367 0.567 -0.959  P6 1.658, H26 0.978
8 O 2.112 1.751 -2.101  P6 1.670, H27 0.973
9 S 2.844 -0.955 -2.951  P6 1.958
10 C 0.383 -0.856 -0.956  C5 1.585, C11 1.566, H28 1.129, H29 1.110
11 C -0.883 -0.816 -0.035  C10 1.566, C12 1.569, C13 1.602, N14 1.475
12 C -0.906 -1.877 1.120  C11 1.569, H30 1.123, H31 1.115, H32 1.128
13 C -2.115 -1.188 -0.990  C11 1.602, H33 1.121, H34 1.110, H35 1.124
14 N -1.096 0.586 0.373  C11 1.475, O15 1.289, C16 1.466
15 O -2.300 0.852 0.749  N14 1.289
16 C -0.059 1.145 1.245  N14 1.466, C17 1.622, C18 1.594, C19 1.576
17 C -0.166 2.755 1.084  C16 1.622, H36 1.091, H37 1.123, H38 1.117
18 C -0.291 0.885 2.800  C16 1.594, H39 1.128, H40 1.115, H41 1.118
19 C 1.436 0.773 0.910  C5 1.592, C16 1.576, H42 1.123, H43 1.129
20 H 3.482 -2.553 3.566  C1 1.114
21 H 1.903 -2.236 2.696  C1 1.125
22 H 2.761 -0.846 3.451  C1 1.130
23 H 4.472 -2.317 1.367  C2 1.114
24 H 4.044 -0.501 1.580  C2 1.131
25 H 2.893 -3.072 -0.856  O4 0.976
26 H 4.409 1.106 -0.144  O7 0.978
27 H 2.724 2.507 -2.075  O8 0.973
28 H 0.194 -0.098 -1.772  C10 1.129
29 H 0.492 -1.835 -1.470  C10 1.110
30 H -1.961 -2.033 1.470  C12 1.123
31 H -0.190 -1.688 1.954  C12 1.115
32 H -0.599 -2.860 0.660  C12 1.128
33 H -1.707 -1.900 -1.754  C13 1.121
34 H -2.984 -1.587 -0.428  C13 1.110
35 H -2.377 -0.253 -1.556  C13 1.124
36 H -0.222 2.903 0.005  C17 1.091
37 H 0.766 3.203 1.523  C17 1.123
38 H -1.053 3.145 1.641  C17 1.117
39 H 0.097 1.810 3.316  C18 1.128
40 H -1.368 0.807 3.077  C18 1.115
41 H 0.334 0.046 3.193  C18 1.118
42 H 1.946 0.556 1.886  C19 1.123
43 H 1.947 1.705 0.531  C19 1.129
44 C -5.774 -1.142 -3.243  C45 1.478, H47 1.090, H48 1.090, H49 1.097
45 C -5.089 -2.264 -2.566  C44 1.478, N46 1.151
46 N -4.552 -3.138 -2.045  C45 1.151
47 H -6.850 -1.318 -3.253  C44 1.090
48 H -5.570 -0.211 -2.715  C44 1.090
49 H -5.414 -1.056 -4.276  C44 1.097
50 C -1.726 6.675 -1.042  C51 1.481, H53 1.090, H54 1.089, H55 1.089
51 C -1.022 5.518 -0.442  C50 1.481, N52 1.158
52 N -0.472 4.613 0.025  C51 1.158
53 H -2.801 6.500 -1.037  C50 1.090
54 H -1.509 7.576 -0.468  C50 1.089
55 H -1.393 6.819 -2.069  C50 1.089
56 C -2.734 0.722 -6.571  C57 1.478, H59 1.089, H60 1.090, H61 1.090
57 C -4.044 0.129 -6.232  C56 1.478, N58 1.151
58 N -5.067 -0.330 -5.969  C57 1.151
59 H -2.698 0.957 -7.634  C56 1.089
60 H -2.582 1.637 -5.999  C56 1.090
61 H -1.936 0.017 -6.336  C56 1.090
62 C 5.551 1.130 5.080  C63 1.478, H65 1.089, H66 1.090, H67 1.089
63 C 4.783 1.366 3.840  C62 1.478, N64 1.149
64 N 4.185 1.549 2.876  C63 1.149
65 H 6.224 1.967 5.263  C62 1.089
66 H 4.868 1.031 5.924  C62 1.090
67 H 6.136 0.216 4.985  C62 1.089
68 C 0.064 -1.499 6.510  C69 1.479, H71 1.090, H72 1.089, H73 1.089
69 C 1.067 -0.740 5.731  C68 1.479, N70 1.150
70 N 1.846 -0.150 5.125  C69 1.150
71 H -0.294 -2.347 5.927  C68 1.090
72 H 0.512 -1.864 7.433  C68 1.089
73 H -0.779 -0.853 6.754  C68 1.089
74 C -2.055 -3.838 -4.407  C75 1.480, H77 1.090, H78 1.090, H79 1.090
75 C -1.947 -2.890 -5.538  C74 1.480, N76 1.151
76 N -1.861 -2.152 -6.417  C75 1.151
77 H -3.047 -3.772 -3.961  C74 1.090
78 H -1.889 -4.855 -4.761  C74 1.090
79 H -1.308 -3.597 -3.651  C74 1.090

Results of the Mulliken charge analysis, in e, for atoms 1 through 2: number 1, C, carries -0.306; number 2, C, carries -0.065